Molecular formula: C4H9N2
Method: DFT, ωB97M-V with the def2-TZVPD basis set

Computed properties:
total charge: +1
spin multiplicity: 1
total energy: -7265.4893 eV
maximum force: 3.6 eV/A
HOMO: -0.51477 Eh
relative energy (zero: lowest compared OMol25 entry of this formula, charge and spin): 2.652 eV

Bonds (Å) are listed after each position.
Element x y z (Å)
1 C -2.24285 -0.63640 0.13487  N5 1.612, N6 1.273
2 C 0.50448 -0.15354 0.05018  C3 1.466, C4 1.465, N5 1.347
3 C 1.46896 0.94997 0.06074  C2 1.466, H7 1.091, H8 1.093, H9 1.089
4 C 0.92849 -1.55511 -0.00859  C2 1.465, H10 1.089, H11 1.091, H12 1.093
5 N -0.81546 0.11133 0.09066  C1 1.612, C2 1.347, H13 1.025
6 N -3.16103 0.22473 -0.05206  C1 1.273, H14 1.016, H15 1.024
7 H 2.21213 0.80494 -0.72539  C3 1.091
8 H 2.02512 0.90810 1.00054  C3 1.093
9 H 1.01061 1.93421 -0.02700  C3 1.089
10 H 0.08496 -2.22674 0.14069  C4 1.089
11 H 1.70777 -1.76278 0.72547  C4 1.091
12 H 1.37760 -1.76901 -0.98202  C4 1.093
13 H -1.00266 1.11844 0.11978  N5 1.025
14 H -4.10703 -0.14566 -0.05588  N6 1.016
15 H -3.07766 1.23140 -0.21888  N6 1.024